No. 1
{
  "formula": "C16H16BrN3O3S",
  "method": "the ωB97M-V functional and the def2-TZVPD basis",
  "species": ["O", "C", "N", "C", "H", "C", "N", "S", "O", "O", "C", "C", "C", "C", "C", "C", "H", "H", "H", "H", "H", "C", "H", "C", "H", "H", "H", "H", "H", "H", "C", "C", "C", "C", "N", "C", "H", "H", "Br", "H"],
  "positions_angstrom": [[-2.70494, -3.26849, -0.49915], [-2.52293, -2.09644, -0.23685], [-1.34942, -1.46854, -0.46528], [-1.05704, -0.09558, -0.11458], [-1.27007, 0.57215, -0.95969], [0.41223, 0.04379, 0.27161], [1.28522, -0.33624, -0.82755], [2.81549, -0.80160, -0.26333], [3.49971, -1.42445, -1.35559], [2.69755, -1.52225, 0.97474], [3.52170, 0.80810, 0.05163], [3.70583, 1.24396, 1.34859], [4.23294, 2.50720, 1.56618], [4.56407, 3.31156, 0.48714], [4.37496, 2.86064, -0.81086], [3.84905, 1.59887, -1.03244], [3.69698, 1.20840, -2.02556], [4.63960, 3.49055, -1.64635], [4.97642, 4.29471, 0.65819], [4.38708, 2.86128, 2.57405], [3.44488, 0.58541, 2.16189], [0.68484, -1.26586, -1.76860], [1.50349, -1.80744, -2.24277], [-0.25927, -2.22693, -1.06166], [-0.69204, -2.95298, -1.75394], [0.28958, -2.77507, -0.28636], [0.14956, -0.69570, -2.53541], [0.62392, -0.58554, 1.14577], [0.62796, 1.08438, 0.53380], [-1.67818, 0.20915, 0.73131], [-3.62138, -1.25811, 0.34790], [-4.22238, -0.23920, -0.38224], [-5.28883, 0.43354, 0.19132], [-5.72294, 0.07484, 1.46085], [-5.15398, -0.89857, 2.14252], [-4.14255, -1.55474, 1.60620], [-3.72298, -2.35206, 2.20316], [-6.55139, 0.58021, 1.93750], [-6.14461, 1.84381, -0.75179], [-3.87813, 0.01321, -1.37431]],
  "forces_ev_per_a": [[-0.06, -0.28, 0.04], [-0.13, 0.17, 0.09], [0.20, -0.08, -0.05], [0.17, 0.43, 0.03], [-0.04, 0.03, 0.12], [-0.32, 0.32, 0.62], [1.09, -0.15, 0.22], [-0.35, 0.41, -0.11], [0.04, 0.14, -0.23], [0.06, 0.24, 0.09], [-0.23, -0.51, 0.03], [-0.03, -0.15, 0.13], [0.02, 0.03, -0.03], [0.00, 0.00, 0.08], [-0.04, -0.11, -0.07], [0.08, 0.10, -0.15], [0.01, 0.05, -0.19], [0.02, 0.03, -0.08], [0.03, 0.08, 0.01], [0.01, 0.02, 0.08], [-0.02, -0.03, 0.15], [-0.09, -0.48, -0.31], [-0.24, -0.03, -0.15], [0.09, -0.23, -0.26], [0.12, 0.07, 0.08], [-0.06, -0.05, -0.10], [0.07, -0.09, 0.03], [-0.20, 0.13, -0.04], [-0.14, -0.07, 0.10], [0.15, 0.04, -0.15], [-0.42, 0.02, 0.07], [-0.07, -0.04, 0.22], [0.01, 0.09, -0.13], [-0.11, 0.32, -0.35], [-0.12, -0.19, 0.52], [0.35, -0.09, -0.34], [0.11, -0.12, -0.02], [-0.07, 0.11, -0.06], [0.09, -0.19, 0.14], [0.03, 0.05, -0.08]],
  "orbital_gap_ha": 0.3641,
  "homo_ev": -9.604,
  "total_charge": 0,
  "fmax_ev_per_a": 1.12,
  "smiles": "O=C(c1cncc(Br)c1)N1CCN(S(=O)(=O)c2ccccc2)CC1",
  "lumo_ev": 0.305
}

No. 2
{
  "formula": "C16H16EuN3O8S",
  "method": "the ωB97M-V functional and the def2-TZVPD basis",
  "species": ["Eu", "C", "C", "O", "N", "C", "C", "C", "C", "C", "C", "N", "H", "H", "H", "H", "H", "H", "H", "H", "H", "H", "O", "C", "O", "C", "O", "O", "N", "C", "C", "C", "C", "C", "C", "S", "O", "O", "O", "H", "H", "H", "H", "H", "H"],
  "positions_angstrom": [[-0.27234, 0.03169, -0.49841], [2.10722, -2.85486, -3.01715], [1.60531, -2.40307, -1.67862], [0.48297, -1.94599, -1.52153], [2.43756, -2.54304, -0.61387], [2.07047, -2.08126, 0.72622], [0.83863, -2.79533, 1.24582], [0.93353, -4.08066, 1.76992], [-0.21382, -4.71343, 2.20628], [-1.41903, -4.04377, 2.10951], [-1.41051, -2.76076, 1.57805], [-0.31717, -2.15173, 1.15601], [2.44166, -1.95526, -3.53791], [1.27061, -3.27246, -3.57244], [2.91912, -3.58312, -2.93961], [3.38794, -2.81167, -0.79182], [1.92732, -1.00847, 0.73907], [2.90965, -2.30697, 1.38045], [1.90004, -4.56940, 1.82617], [-0.16785, -5.71646, 2.61852], [-2.34828, -4.49279, 2.43860], [-2.33314, -2.19468, 1.48227], [3.13645, 1.85550, -1.35736], [2.06138, 1.32583, -1.20695], [1.48136, 1.02036, -0.06330], [1.22766, 0.80678, -2.44295], [1.83230, 0.22021, -3.33641], [-0.04900, 0.95178, -2.33358], [-1.57083, 0.58163, 1.65367], [-1.51066, 1.86673, 1.02509], [-2.22055, 2.07193, -0.14448], [-2.26817, 3.34182, -0.69720], [-1.57140, 4.39694, -0.13181], [-0.78538, 4.15309, 0.99268], [-0.76248, 2.89444, 1.56786], [-1.96300, 6.06378, -0.63256], [-2.15048, 5.96603, -2.07408], [-3.17813, 6.38332, 0.10625], [-0.79610, 6.83785, -0.22648], [-1.01733, 0.59964, 2.49930], [-2.52876, 0.41441, 1.93098], [-2.84602, 1.28252, -0.54074], [-2.87270, 3.53255, -1.57661], [-0.22163, 4.97516, 1.42010], [-0.17641, 2.71118, 2.46308]],
  "forces_ev_per_a": [[-4.20, -2.99, 2.85], [0.09, 0.01, 0.11], [0.57, -0.46, 0.12], [-0.11, -0.64, -0.39], [-0.08, 0.02, -0.15], [0.03, -0.49, -0.14], [0.44, -0.25, -0.03], [0.18, 0.09, -0.07], [0.01, -0.24, 0.10], [-0.18, 0.16, -0.04], [-0.48, -0.23, 0.19], [0.16, 0.01, 0.18], [0.00, 0.03, -0.03], [0.02, -0.01, 0.00], [-0.09, 0.10, -0.02], [0.06, 0.02, 0.02], [0.00, 0.32, -0.01], [0.08, 0.01, 0.00], [-0.06, 0.03, 0.00], [-0.01, 0.09, -0.03], [0.07, 0.03, -0.04], [0.03, -0.05, 0.03], [-0.03, -0.01, 0.13], [0.27, 0.00, -0.09], [2.94, 1.48, 0.22], [0.59, 0.38, -0.85], [-0.13, 0.11, 0.12], [0.91, 1.48, -3.07], [-0.42, 0.25, 0.41], [-0.34, 0.48, 0.47], [-0.39, 0.42, 0.19], [-0.08, 0.08, -0.40], [-0.36, -0.42, 0.63], [0.02, 0.18, -0.18], [0.27, 0.19, 0.10], [0.47, 0.73, -0.61], [-0.10, -0.04, 0.21], [0.10, -0.25, 0.04], [-0.20, -0.12, 0.07], [0.10, -0.13, 0.10], [-0.10, -0.19, 0.05], [-0.05, -0.18, -0.19], [0.05, 0.02, 0.05], [-0.08, -0.05, -0.03], [0.01, 0.02, -0.02]],
  "orbital_gap_ha": [0.1960, 0.2493],
  "homo_ev": [-3.692, -5.164],
  "s2": 15.760,
  "total_charge": -1,
  "fmax_ev_per_a": 5.89,
  "spin_multiplicity": 8,
  "lumo_ev": [1.641, 1.621]
}

No. 3
{
  "formula": "C16H16F17N5O5P",
  "method": "the ωB97M-V functional and the def2-TZVPD basis",
  "species": ["N", "P", "O", "O", "C", "N", "C", "N", "N", "C", "C", "C", "F", "F", "C", "F", "F", "C", "F", "F", "C", "F", "F", "C", "F", "F", "C", "F", "F", "C", "F", "F", "C", "F", "F", "F", "N", "H", "H", "H", "H", "H", "H", "H", "H", "H", "H", "C", "C", "C", "O", "C", "O", "O", "H", "H", "H", "H", "H", "H"],
  "positions_angstrom": [[2.88060, -3.44052, 1.91027], [4.03581, -2.40263, 1.70623], [4.67989, -2.11496, 3.14570], [5.15208, -3.11066, 0.75942], [3.43959, -0.81851, 0.97889], [4.13410, 0.23073, 0.50206], [3.24174, 1.12803, 0.07070], [3.57751, 2.29523, -0.50263], [1.97361, 0.65895, 0.27790], [0.69900, 1.27744, -0.06844], [-0.18514, 1.60402, 1.16472], [-1.31103, 0.57410, 1.36879], [-1.66079, 0.45623, 2.64473], [-0.73784, -0.64251, 1.02218], [-2.51093, 0.77847, 0.38088], [-2.14210, 0.12532, -0.75408], [-2.64237, 2.04759, -0.01377], [-3.86432, 0.12193, 0.80564], [-3.56118, -1.06422, 1.35590], [-4.51699, -0.18138, -0.32491], [-4.73601, 0.93981, 1.81593], [-3.98030, 1.94766, 2.32514], [-4.96491, 0.16131, 2.87381], [-6.01415, 1.61504, 1.25894], [-5.63450, 2.43609, 0.26328], [-6.48268, 2.41283, 2.22096], [-7.20571, 0.73705, 0.72923], [-7.16332, 0.67405, -0.60354], [-8.33146, 1.43925, 0.98379], [-7.44420, -0.64284, 1.39064], [-7.69541, -0.39378, 2.68524], [-6.44400, -1.50457, 1.22578], [-8.74476, -1.37449, 0.87283], [-9.84200, -0.84021, 1.34382], [-8.67711, -2.60701, 1.40561], [-8.75513, -1.53607, -0.43190], [2.17387, -0.51390, 0.82031], [1.99075, -3.06598, 1.58543], [4.84169, -2.97886, 3.56764], [4.80466, -3.01352, -0.14392], [3.82387, 2.31148, -1.50486], [3.68405, 3.15457, 0.01267], [0.96038, 2.23006, -0.54830], [0.20992, 0.66229, -0.83246], [-0.56095, 2.62751, 1.06258], [0.47612, 1.58933, 2.04576], [1.47482, -1.19225, 1.11960], [5.67728, -1.83136, -3.02500], [5.66007, -0.48792, -3.71399], [6.99684, 0.20556, -3.74260], [6.61906, 1.58924, -3.75995], [5.41480, 1.68121, -3.17246], [4.89739, 2.71169, -2.84814], [4.85728, 0.46006, -2.98525], [4.69615, -2.30522, -3.09467], [6.41422, -2.49549, -3.47563], [5.90088, -1.71709, -1.96126], [5.23964, -0.58420, -4.71802], [7.58002, -0.04498, -4.62583], [7.60157, 0.02105, -2.85139]],
  "forces_ev_per_a": [[-0.28, 1.73, -0.95], [-1.21, -3.24, 1.23], [0.77, 0.48, -1.61], [-0.26, 2.18, 0.52], [1.84, 2.13, -0.64], [0.42, -0.72, 0.24], [0.80, -0.12, 0.36], [-0.86, 0.61, -0.79], [1.32, 1.07, -0.51], [-0.65, 0.58, -0.26], [0.34, -0.04, -0.02], [1.23, 0.10, -0.67], [-0.39, 0.36, 0.17], [-0.21, -0.16, 0.32], [0.11, -0.70, -0.64], [0.06, -0.20, 0.02], [-0.22, 0.46, 0.63], [0.27, -0.40, -0.24], [0.34, -0.01, 0.34], [-0.55, 0.65, -0.08], [0.73, 0.16, 0.63], [0.23, 0.28, -0.57], [-0.82, -0.31, -0.10], [-0.20, 0.30, -0.08], [0.30, -0.25, -0.36], [-0.07, -0.28, 0.55], [-0.76, 0.40, -0.18], [0.73, -0.62, -0.21], [-0.04, 0.11, 0.40], [-1.62, 0.20, -0.55], [0.61, -0.16, 0.37], [0.59, 0.23, 0.10], [0.91, -1.24, 0.89], [-0.48, 0.76, -0.40], [0.11, -0.21, 0.13], [-0.25, 0.55, -0.57], [-2.16, -3.55, 1.60], [-0.19, -0.74, 0.26], [-0.11, 0.22, 0.12], [0.34, -0.52, 0.00], [0.16, 0.22, 0.52], [0.02, -0.23, 0.08], [0.27, -0.43, 0.10], [0.02, 0.09, 0.32], [-0.12, -0.34, 0.11], [-0.47, -0.05, -0.07], [-0.71, 0.76, -0.26], [-0.47, -0.02, 0.30], [0.17, -0.78, 0.15], [0.32, -0.03, -0.25], [-0.35, 0.01, 0.21], [0.28, 0.14, -0.20], [-0.03, -0.23, -0.14], [0.05, 0.43, -0.07], [0.05, -0.05, -0.13], [-0.01, 0.05, -0.03], [0.23, 0.11, -0.08], [0.01, 0.12, 0.01], [-0.03, 0.22, -0.03], [-0.11, -0.05, 0.03]],
  "orbital_gap_ha": 0.3184,
  "homo_ev": -12.465,
  "total_charge": 1,
  "fmax_ev_per_a": 4.45,
  "lumo_ev": -3.800
}

Table of energy relative to the best compared isomer or geometry (same formula, charge and spin) (kcal per mole), in record order: 18.59; 27.59; 0.00